This record from OMol25 describes a structure of composition C36H45CrN15O18 in a non-equilibrium geometry. The level of theory is ωB97M-V with the def2-TZVPD basis set.

Positions of all 115 atoms, in Å:
Cr (2.186, -0.594, -0.386)
N (-0.039, 0.785, -0.460)
O (1.080, 1.183, -0.249)
O (0.063, -0.406, -0.715)
O (-0.990, 1.498, -0.496)
N (2.051, -3.161, 1.537)
O (2.619, -3.245, 2.598)
O (1.813, -2.091, 0.999)
O (1.962, -4.079, 0.766)
N (2.541, -3.111, -2.484)
O (2.185, -4.230, -2.082)
O (2.072, -2.096, -1.937)
O (3.634, -2.989, -3.115)
N (3.474, -0.062, 2.411)
O (4.186, -0.968, 2.774)
O (3.272, 0.241, 1.231)
O (2.773, 0.403, 3.230)
N (5.322, -2.435, -0.149)
O (4.275, -1.831, -0.220)
O (5.689, -2.830, 0.953)
O (5.900, -2.676, -1.245)
N (4.428, 0.401, -2.664)
O (4.765, 1.497, -3.134)
O (3.511, 0.400, -1.818)
O (5.074, -0.611, -2.860)
N (-2.455, -4.296, 2.932)
C (-1.124, -4.002, 2.853)
C (-0.454, -5.240, 2.957)
C (-1.375, -6.307, 3.115)
C (-2.613, -5.656, 3.104)
H (-3.286, -3.743, 3.082)
H (-0.757, -2.987, 2.799)
H (0.624, -5.304, 2.939)
H (-1.230, -7.376, 3.075)
H (-3.622, -6.040, 3.107)
N (-1.943, 1.649, 6.211)
C (-2.005, 2.524, 5.169)
C (-1.112, 2.038, 4.274)
C (-0.489, 0.882, 4.742)
C (-1.036, 0.631, 5.968)
H (-2.404, 1.680, 7.109)
H (-2.707, 3.344, 5.144)
H (-1.013, 2.403, 3.263)
H (0.294, 0.292, 4.288)
H (-0.937, -0.070, 6.783)
N (2.020, -1.190, -6.141)
C (2.146, 0.016, -5.627)
C (1.116, 0.095, -4.730)
C (0.268, -1.013, -4.912)
C (0.874, -1.825, -5.789)
H (2.681, -1.537, -6.822)
H (2.999, 0.604, -5.931)
H (1.055, 0.972, -4.102)
H (-0.635, -1.223, -4.357)
H (0.785, -2.839, -6.151)
N (7.515, 0.746, -1.442)
C (6.698, 1.146, -0.398)
C (6.957, 0.420, 0.746)
C (8.075, -0.311, 0.454)
C (8.341, -0.193, -0.882)
H (7.431, 0.940, -2.430)
H (5.926, 1.829, -0.719)
H (6.551, 0.703, 1.706)
H (8.704, -0.869, 1.131)
H (9.057, -0.726, -1.491)
N (-2.689, 4.570, -0.690)
C (-2.758, 5.692, 0.056)
C (-3.511, 6.598, -0.688)
C (-3.872, 6.115, -1.872)
C (-3.460, 4.732, -1.832)
H (-2.260, 3.688, -0.448)
H (-2.240, 5.728, 1.003)
H (-3.947, 7.543, -0.400)
H (-4.448, 6.616, -2.636)
H (-3.545, 3.915, -2.533)
N (1.246, 4.719, 2.367)
C (0.943, 6.032, 2.082)
C (0.797, 6.207, 0.694)
C (1.022, 5.016, 0.115)
C (1.128, 4.103, 1.128)
H (1.237, 4.254, 3.264)
H (0.851, 6.704, 2.923)
H (0.385, 7.111, 0.271)
H (0.982, 4.890, -0.957)
H (1.236, 3.031, 1.042)
N (-3.065, -0.449, 3.293)
C (-3.830, -1.122, 4.233)
C (-4.724, -2.007, 3.560)
C (-4.575, -1.594, 2.172)
C (-3.547, -0.698, 2.094)
H (-2.331, 0.193, 3.555)
H (-3.617, -0.882, 5.264)
H (-5.463, -2.676, 3.976)
H (-5.072, -1.996, 1.302)
H (-3.129, -0.096, 1.301)
N (-5.167, 0.302, -2.873)
C (-3.828, 0.487, -2.708)
C (-3.326, 1.154, -3.882)
C (-4.389, 1.593, -4.645)
C (-5.401, 0.869, -4.127)
H (-5.837, -0.025, -2.192)
H (-3.185, 0.162, -1.903)
H (-2.311, 1.446, -4.106)
H (-4.283, 2.219, -5.519)
H (-6.426, 0.989, -4.445)
N (-3.621, -3.850, -1.178)
C (-3.452, -2.961, -2.190)
C (-2.150, -2.549, -2.094)
C (-1.498, -3.374, -1.137)
C (-2.458, -4.173, -0.559)
H (-4.426, -4.460, -1.164)
H (-4.299, -2.674, -2.796)
H (-1.635, -1.815, -2.696)
H (-0.422, -3.413, -1.048)
H (-2.398, -5.022, 0.107)

Calculated values
Gap between HOMO and LUMO (spin up / spin down): 4.212 / 4.198 eV
HOMO (spin up / spin down): 0.57 / 0.58 eV
Net charge: -3
⟨S²⟩: 3.785
2S+1: 4
LUMO energy (spin up / spin down): 4.78 / 4.78 eV



This record from OMol25 describes a structure of composition C36H46Br2CaN8Se. The level of theory is ωB97M-V with the def2-TZVPD basis set.

Positions of all 94 atoms, in Å:
Ca (-0.196, -0.012, 0.096)
C (-1.655, 0.838, 2.987)
C (-2.732, 1.049, 1.933)
N (-2.637, 0.089, 0.819)
C (-3.140, -1.259, 1.122)
C (-2.112, -2.145, 1.798)
C (-2.513, -3.152, 2.658)
C (-1.546, -3.938, 3.264)
C (-0.211, -3.667, 3.015)
C (0.113, -2.642, 2.140)
C (1.564, -2.310, 1.854)
N (1.759, -0.923, 1.423)
C (2.004, 0.038, 2.509)
C (0.738, 0.367, 3.287)
N (-0.292, 1.003, 2.433)
N (-0.822, -1.914, 1.515)
H (-1.731, -0.172, 3.390)
H (-1.839, 1.519, 3.823)
H (-2.633, 2.050, 1.505)
H (-3.709, 1.005, 2.427)
H (-3.194, 0.454, 0.054)
H (-3.426, -1.728, 0.176)
H (-4.043, -1.225, 1.740)
H (-3.564, -3.307, 2.862)
H (-1.828, -4.732, 3.942)
H (0.573, -4.232, 3.502)
H (1.918, -2.968, 1.057)
H (2.164, -2.548, 2.739)
H (2.541, -0.879, 0.779)
H (2.406, 0.948, 2.054)
H (2.756, -0.328, 3.218)
H (0.995, 0.992, 4.146)
H (0.313, -0.553, 3.691)
H (-0.095, 2.001, 2.420)
Br (-3.122, 5.371, -3.531)
C (-2.223, 3.982, -2.656)
C (-1.388, 4.258, -1.586)
C (-0.768, 3.183, -0.975)
N (-0.905, 1.916, -1.369)
C (-1.694, 1.663, -2.426)
C (-2.396, 2.671, -3.074)
C (-1.799, 0.238, -2.873)
C (-2.427, -0.101, -4.063)
C (-2.469, -1.434, -4.444)
Br (-3.289, -1.917, -6.056)
C (-1.897, -2.397, -3.629)
C (-1.310, -1.967, -2.453)
N (-1.259, -0.691, -2.073)
H (-1.225, 5.269, -1.243)
H (-0.119, 3.354, -0.122)
H (-3.071, 2.459, -3.888)
H (-2.857, 0.644, -4.714)
H (-1.906, -3.443, -3.899)
H (-0.853, -2.689, -1.785)
C (3.049, -1.159, -5.471)
C (3.189, 0.350, -5.641)
C (1.863, 1.044, -5.944)
C (0.910, 1.112, -4.752)
N (1.363, 2.073, -3.750)
C (1.957, 1.806, -2.566)
Se (2.205, 0.116, -1.853)
N (2.290, 2.984, -1.992)
C (3.071, 3.174, -0.776)
C (4.501, 3.623, -1.076)
C (5.353, 2.542, -1.738)
C (5.752, 1.422, -0.782)
C (1.859, 4.030, -2.803)
C (1.888, 5.406, -2.624)
C (1.286, 6.174, -3.607)
C (0.684, 5.589, -4.728)
C (0.666, 4.217, -4.906)
C (1.261, 3.450, -3.914)
H (4.020, -1.624, -5.303)
H (2.612, -1.611, -6.364)
H (2.421, -1.411, -4.614)
H (3.881, 0.559, -6.458)
H (3.638, 0.785, -4.742)
H (1.347, 0.511, -6.749)
H (2.042, 2.059, -6.306)
H (0.817, 0.145, -4.259)
H (-0.083, 1.431, -5.076)
H (3.069, 2.222, -0.245)
H (2.554, 3.919, -0.165)
H (4.958, 3.923, -0.130)
H (4.467, 4.516, -1.705)
H (6.253, 3.010, -2.138)
H (4.821, 2.122, -2.598)
H (6.315, 1.817, 0.066)
H (6.378, 0.688, -1.287)
H (4.878, 0.889, -0.402)
H (2.361, 5.865, -1.766)
H (1.289, 7.252, -3.513)
H (0.233, 6.225, -5.477)
H (0.210, 3.770, -5.779)

Calculated values
Gap between HOMO and LUMO: 7.304 eV
HOMO: -12.74 eV
Net charge: +2
2S+1: 1
LUMO energy: -5.44 eV
Relative energy (zero: lowest compared OMol25 entry of this formula, charge and spin): 0.0 kcal/mol



This record from OMol25 describes a structure of composition C36H46ClCrF4N7. The level of theory is ωB97M-V with the def2-TZVPD basis set.

Positions of all 95 atoms, in Å:
Cr (1.286, 0.377, 0.330)
C (-0.252, 3.908, 3.038)
C (0.284, 2.557, 2.567)
N (0.290, 2.352, 1.093)
C (-1.094, 2.453, 0.582)
C (-2.055, 1.471, 1.243)
C (1.147, 3.413, 0.491)
C (1.826, 3.068, -0.828)
N (2.264, 1.692, -0.818)
C (3.135, 1.222, -1.727)
C (3.465, -0.146, -1.648)
F (2.815, -0.861, -0.655)
C (4.311, -0.798, -2.506)
F (4.526, -2.111, -2.353)
C (4.919, -0.115, -3.541)
C (4.614, 1.229, -3.666)
F (5.156, 1.920, -4.675)
C (3.764, 1.888, -2.805)
F (3.507, 3.191, -3.046)
H (-0.189, 3.955, 4.126)
H (-1.295, 4.069, 2.761)
H (0.340, 4.734, 2.647)
H (-0.307, 1.753, 3.006)
H (1.301, 2.425, 2.910)
H (-1.057, 2.263, -0.488)
H (-1.470, 3.473, 0.714)
H (-1.551, 0.523, 1.429)
H (-2.908, 1.289, 0.590)
H (-2.435, 1.853, 2.192)
H (1.937, 3.625, 1.211)
H (0.559, 4.325, 0.347)
H (2.659, 3.765, -0.930)
H (1.159, 3.258, -1.675)
H (5.598, -0.603, -4.223)
C (-4.381, -0.028, -3.568)
C (-4.078, -1.470, -3.264)
C (-4.935, -2.493, -3.649)
C (-4.659, -3.816, -3.339)
C (-3.501, -4.136, -2.650)
C (-2.616, -3.137, -2.278)
C (-2.906, -1.808, -2.575)
N (-2.006, -0.764, -2.252)
C (-1.132, -0.719, -1.203)
N (-1.546, -1.368, -0.099)
C (-0.713, -1.932, 0.898)
C (0.555, -1.393, 1.143)
C (1.373, -2.188, 1.961)
C (0.922, -3.338, 2.585)
C (-0.395, -3.736, 2.426)
C (-1.234, -3.049, 1.563)
C (-2.652, -3.528, 1.357)
N (-0.028, -0.007, -1.268)
C (0.326, 0.385, -2.606)
C (-0.043, 1.632, -3.104)
C (0.310, 2.026, -4.385)
C (1.033, 1.159, -5.189)
C (1.337, -0.110, -4.725)
C (0.966, -0.531, -3.452)
C (1.159, -1.971, -3.057)
H (-5.408, 0.087, -3.909)
H (-3.722, 0.360, -4.350)
H (-4.239, 0.585, -2.676)
H (-5.834, -2.249, -4.202)
H (-5.345, -4.597, -3.638)
H (-3.272, -5.168, -2.417)
H (-1.688, -3.389, -1.778)
H (-1.827, -0.096, -2.986)
H (-2.450, -1.803, -0.197)
H (2.401, -1.891, 2.124)
H (1.583, -3.912, 3.224)
H (-0.770, -4.610, 2.946)
H (-2.877, -4.311, 2.079)
H (-2.801, -3.954, 0.361)
H (-3.383, -2.727, 1.498)
H (-0.632, 2.297, -2.485)
H (0.020, 3.002, -4.752)
H (1.326, 1.458, -6.187)
H (1.867, -0.804, -5.368)
H (2.077, -2.371, -3.487)
H (0.328, -2.566, -3.448)
H (1.193, -2.108, -1.977)
N (1.424, 1.166, 8.055)
C (1.248, 1.140, 6.558)
C (0.745, -0.248, 6.108)
N (0.451, -0.337, 4.717)
H (1.772, 2.065, 8.389)
H (2.084, 0.441, 8.338)
H (0.534, 0.974, 8.515)
H (2.207, 1.362, 6.093)
H (0.530, 1.911, 6.285)
H (-0.154, -0.498, 6.684)
H (1.517, -0.988, 6.344)
H (1.256, -0.219, 4.109)
H (-0.317, 0.241, 4.407)
Cl (2.748, 0.658, 2.060)

Calculated values
Gap between HOMO and LUMO (spin up / spin down): 5.269 / 5.438 eV
HOMO (spin up / spin down): -8.78 / -8.95 eV
Net charge: +1
⟨S²⟩: 3.786
2S+1: 4
LUMO energy (spin up / spin down): -3.51 / -3.51 eV
Relative energy (zero: lowest compared OMol25 entry of this formula, charge and spin): 24.4 kcal/mol



This record from OMol25 describes a structure of composition C36H46ClF9O2P4Pt in a non-equilibrium geometry. The level of theory is ωB97M-V with the def2-TZVPD basis set.

Positions of all 99 atoms, in Å:
P (2.603, 0.810, -1.436)
C (2.821, 2.123, -2.670)
C (3.765, 3.130, -2.468)
H (4.319, 3.183, -1.542)
C (3.986, 4.082, -3.450)
H (4.714, 4.864, -3.282)
C (3.276, 4.034, -4.641)
H (3.449, 4.779, -5.405)
C (2.346, 3.026, -4.851)
H (1.791, 2.983, -5.777)
C (2.119, 2.069, -3.875)
H (1.395, 1.290, -4.064)
C (3.408, 1.396, 0.081)
C (2.836, 2.483, 0.742)
H (1.975, 2.980, 0.320)
C (3.377, 2.932, 1.936)
H (2.932, 3.778, 2.441)
C (4.495, 2.306, 2.472)
H (4.924, 2.664, 3.398)
C (5.071, 1.230, 1.810)
H (5.950, 0.749, 2.218)
C (4.531, 0.771, 0.617)
H (4.967, -0.079, 0.118)
C (3.547, -0.593, -2.096)
C (4.733, -0.384, -2.797)
H (5.137, 0.613, -2.909)
C (5.399, -1.460, -3.359)
H (6.322, -1.298, -3.898)
C (4.878, -2.743, -3.242)
H (5.398, -3.579, -3.690)
C (3.684, -2.948, -2.566)
H (3.266, -3.942, -2.490)
C (3.018, -1.874, -1.994)
H (2.077, -2.019, -1.486)
Pt (-1.862, -0.129, -0.103)
C (-1.326, -0.929, 1.638)
C (-0.014, -0.979, 1.999)
H (-2.093, -1.308, 2.309)
C (0.941, -0.360, 1.029)
O (2.084, -1.191, 0.741)
H (2.603, -0.724, 0.074)
C (0.167, 0.048, -0.219)
H (1.392, 0.540, 1.456)
C (0.874, 0.539, -1.276)
Cl (-2.141, 0.902, -2.329)
P (-2.038, -2.240, -1.180)
P (-2.140, 2.049, 0.796)
C (-3.476, -2.362, -2.293)
H (-3.386, -1.606, -3.067)
H (-4.375, -2.157, -1.722)
H (-3.537, -3.351, -2.741)
C (-0.647, -2.760, -2.247)
H (0.188, -3.079, -1.628)
H (-0.334, -1.912, -2.850)
H (-0.933, -3.582, -2.901)
C (-2.253, -3.653, -0.040)
H (-3.108, -3.444, 0.597)
H (-1.369, -3.752, 0.586)
H (-2.421, -4.584, -0.577)
C (-3.825, 2.709, 0.591)
H (-4.486, 2.202, 1.287)
H (-4.163, 2.494, -0.418)
H (-3.846, 3.782, 0.771)
C (-1.841, 2.168, 2.597)
H (-0.808, 1.903, 2.808)
H (-2.492, 1.453, 3.094)
H (-2.043, 3.167, 2.977)
C (-1.077, 3.356, 0.090)
H (-0.987, 3.188, -0.980)
H (-0.087, 3.296, 0.532)
H (-1.492, 4.346, 0.270)
P (0.588, -1.595, 3.519)
C (-0.763, -1.829, 4.698)
C (1.789, -0.449, 4.249)
H (-1.468, -2.562, 4.318)
H (-1.284, -0.890, 4.858)
H (-0.364, -2.186, 5.644)
H (2.655, -0.374, 3.597)
H (2.110, -0.801, 5.226)
H (1.340, 0.535, 4.349)
C (1.448, -3.190, 3.390)
H (0.810, -3.902, 2.874)
H (1.695, -3.579, 4.375)
H (2.358, -3.048, 2.815)
H (0.315, 0.928, -2.114)
F (-5.303, -3.020, -0.056)
C (-5.750, -2.040, 0.785)
F (-7.117, -2.257, 0.860)
F (-5.199, -2.295, 2.029)
C (-5.422, -0.546, 0.359)
O (-3.953, -0.382, 0.188)
C (-6.218, -0.131, -0.950)
F (-7.582, -0.136, -0.710)
F (-5.865, 1.149, -1.333)
F (-6.038, -0.927, -2.052)
C (-6.055, 0.331, 1.527)
F (-7.245, -0.195, 2.002)
F (-5.191, 0.399, 2.605)
F (-6.451, 1.593, 1.111)

Calculated values
Gap between HOMO and LUMO (spin up / spin down): 6.070 / 5.799 eV
HOMO (spin up / spin down): -10.83 / -14.20 eV
Net charge: +2
⟨S²⟩: 6.017
2S+1: 5
LUMO energy (spin up / spin down): -4.76 / -8.40 eV